1.
Computed, not measured: a 2-piece molecular cluster, C3H6N2O2 overall in a non-equilibrium geometry, with wB97M-V/def2-TZVPD.

Summary:
E_LUMO (alpha / beta): -0.94 / -1.96 eV
spin multiplicity: 3
max |F|: 0.0860 Eh/bohr
calculated total energy: -10275.9556 eV
HOMO (alpha / beta): -0.2133 / -0.3693 Eh
relative energy (zero: lowest compared OMol25 entry of this formula, charge and spin): 363.8 kJ/mol

Last column: Mulliken charge in e.
Element x y z (Å)
C (0.66176, 1.45248, 1.52243)  -0.74
C (0.00276, 0.29917, 1.41627)  -0.07
C (-0.75565, 0.10074, 0.24430)  -0.04
N (0.50460, -0.85192, -1.93029)  0.40
N (-1.24674, -1.08967, -0.16607)  -0.58
O (0.95358, -1.29235, -2.98912)  -0.42
O (0.86553, 0.21369, -1.32032)  -0.31
H (1.42881, 1.67527, 2.17177)  0.34
H (0.57332, 2.22507, 0.66437)  0.17
H (0.32814, -0.62635, 1.82646)  0.27
H (-1.11841, 0.97872, -0.29049)  0.38
H (-1.34808, -1.05100, -1.25788)  0.34
H (-0.84963, -2.03385, 0.10857)  0.28

2.
Computed, not measured: C18H35MnNO3Si3 as an isolated structure, with wB97M-V/def2-TZVPD.

Summary:
E_LUMO (alpha / beta): -4.77 / -3.35 eV
spin multiplicity: 5
max |F|: 0.0154 Eh/bohr
charge: +1
calculated total energy: -81818.3088 eV
HOMO (alpha / beta): -0.4628 / -0.4626 Eh

Last column: Mulliken charge in e.
Element x y z (Å)
Mn (0.96439, -0.21594, -0.18576)  -0.21
C (4.34544, 0.28168, 1.61947)  -1.67
C (3.68008, -0.94474, 1.00998)  1.52
C (4.64484, -2.10623, 0.86211)  -1.75
O (3.11717, -0.58946, -0.29784)  -0.26
C (2.48936, -1.36685, 1.91369)  0.08
O (2.71251, -1.82508, 3.00292)  -0.60
O (1.30987, -1.13666, 1.40381)  -0.64
H (5.20573, 0.58797, 1.02046)  0.45
H (4.68222, 0.04109, 2.62600)  0.41
H (3.64235, 1.11566, 1.67922)  0.31
H (5.55013, -1.79836, 0.33318)  0.45
H (4.17915, -2.93588, 0.32844)  0.39
H (4.91738, -2.45461, 1.85566)  0.43
H (3.84831, -0.56053, -0.92439)  0.27
C (-2.79167, -1.22828, -2.63991)  -1.18
Si (-1.14941, -0.53480, -2.04718)  0.26
C (-0.78970, 1.05207, -3.02325)  -1.09
C (0.28857, -1.70258, -2.55177)  -1.21
C (-1.05044, -0.28522, -0.14017)  1.82
Si (-1.78653, -1.75501, 0.89274)  0.27
C (-1.03635, -3.34213, 0.18985)  -0.99
C (-1.51669, -1.72219, 2.75700)  -1.16
C (-3.65812, -1.67714, 0.65334)  -1.03
Si (-1.71633, 1.39422, 0.42780)  -0.65
C (-3.29858, 1.94449, -0.42194)  -0.88
C (-1.83500, 1.57429, 2.29354)  -1.22
C (-0.25547, 2.52148, -0.08527)  0.57
C (-0.29555, 3.90880, -0.03264)  -0.81
C (0.83243, 4.65467, -0.33524)  -0.43
C (1.99235, 3.98460, -0.70172)  -0.89
C (1.97343, 2.60631, -0.74073)  -0.38
N (0.88291, 1.88712, -0.43742)  0.46
H (-2.76488, -1.32620, -3.72700)  0.45
H (-3.61761, -0.56227, -2.38388)  0.37
H (-3.00269, -2.21167, -2.21861)  0.35
H (-0.96830, 0.86193, -4.08369)  0.50
H (0.24987, 1.36617, -2.91919)  0.27
H (-1.42068, 1.89294, -2.72980)  0.24
H (0.59388, -1.48079, -3.57485)  0.47
H (-0.01119, -2.74862, -2.50557)  0.35
H (1.19813, -1.62161, -1.93149)  0.42
H (0.04928, -3.24479, 0.12228)  0.19
H (-1.42832, -3.59738, -0.79664)  0.28
H (-1.24530, -4.18162, 0.85495)  0.45
H (-0.49377, -1.48154, 3.03246)  0.27
H (-1.72980, -2.72280, 3.14155)  0.46
H (-2.18953, -1.03004, 3.26470)  0.35
H (-3.97210, -1.69135, -0.39053)  0.27
H (-4.07324, -0.78075, 1.12106)  0.26
H (-4.10905, -2.53936, 1.14958)  0.41
H (-4.10850, 1.24156, -0.21475)  0.34
H (-3.18977, 2.01777, -1.50462)  0.31
H (-3.61282, 2.92095, -0.04749)  0.41
H (-2.70184, 1.03906, 2.68600)  0.31
H (-1.93969, 2.62315, 2.57818)  0.45
H (-0.94404, 1.17556, 2.78207)  0.38
H (-1.22044, 4.39545, 0.25093)  0.45
H (0.81336, 5.73515, -0.28296)  0.46
H (2.89789, 4.52005, -0.94814)  0.45
H (2.86235, 2.05830, -1.02854)  0.47

3.
Computed, not measured: an isolated ion of composition C5H8Cl2N3O and charge +1 in a non-equilibrium geometry, with wB97M-V/def2-TZVPD.

Summary:
E_LUMO: -5.28 eV
max |F|: 0.1031 Eh/bohr
charge: +1
SMILES string: C[NH+](C)[C@H]1N=NC(=O)C1(Cl)Cl
calculated total energy: -36867.3518 eV
HOMO: -0.5132 Eh
relative energy (zero: lowest compared OMol25 entry of this formula, charge and spin): 255.4 kJ/mol

Last column: Mulliken charge in e.
Element x y z (Å)
C (0.80183, -1.04042, 1.65401)  -0.93
N (0.13762, -0.82587, 0.29479)  0.23
C (-0.88921, -1.78712, 0.04563)  -0.89
C (-0.28811, 0.63381, 0.03550)  -0.40
N (0.59598, 1.55372, 0.75304)  -0.01
N (0.77270, 2.62032, 0.20075)  -0.46
C (0.34664, 2.64047, -1.18111)  0.33
O (0.38175, 3.51127, -1.93213)  -0.30
C (-0.16720, 1.14016, -1.42510)  0.57
Cl (1.14316, 0.23135, -2.30190)  -0.13
Cl (-1.66331, 1.07123, -2.47378)  -0.08
H (0.01928, -1.02857, 2.46142)  0.37
H (1.31033, -1.99369, 1.71876)  0.41
H (1.49032, -0.21095, 1.98137)  0.35
H (0.89844, -0.94603, -0.30778)  0.39
H (-1.58969, -1.87490, 0.99104)  0.35
H (-1.40024, -1.76142, -0.90598)  0.34
H (-0.61891, -2.88633, 0.02451)  0.35
H (-1.28137, 0.95299, 0.36696)  0.50

> Which value of calculated total energy does entry 2 give?

-81818.3088 eV

> Among the records above, which one has the highest max |F|?

C5H8Cl2N3O

What did the first record say?
Computed, not measured: a 2-piece molecular cluster, C3H6N2O2 overall in a non-equilibrium geometry, with wB97M-V/def2-TZVPD.

Summary:
E_LUMO (alpha / beta): -0.94 / -1.96 eV
spin multiplicity: 3
max |F|: 0.0860 Eh/bohr
calculated total energy: -10275.9556 eV
HOMO (alpha / beta): -0.2133 / -0.3693 Eh
relative energy (zero: lowest compared OMol25 entry of this formula, charge and spin): 363.8 kJ/mol

Last column: Mulliken charge in e.
Element x y z (Å)
C (0.66176, 1.45248, 1.52243)  -0.74
C (0.00276, 0.29917, 1.41627)  -0.07
C (-0.75565, 0.10074, 0.24430)  -0.04
N (0.50460, -0.85192, -1.93029)  0.40
N (-1.24674, -1.08967, -0.16607)  -0.58
O (0.95358, -1.29235, -2.98912)  -0.42
O (0.86553, 0.21369, -1.32032)  -0.31
H (1.42881, 1.67527, 2.17177)  0.34
H (0.57332, 2.22507, 0.66437)  0.17
H (0.32814, -0.62635, 1.82646)  0.27
H (-1.11841, 0.97872, -0.29049)  0.38
H (-1.34808, -1.05100, -1.25788)  0.34
H (-0.84963, -2.03385, 0.10857)  0.28